<A>
ORCA calculation (wB97M-V/def2-TZVPD) on C6H6N2 in the gas phase.

Computed properties:
HOMO level	-9.11	eV
SMILES	c1cc2c(nn1)CC2

Geometry (Å):
C -0.69 0.63 -1.76
C -1.43 0.29 -0.63
C -0.68 -0.03 0.47
C 0.73 -0.27 0.33
N 1.40 0.01 -0.77
N 0.67 0.55 -1.79
C 0.88 -0.64 1.76
C -0.71 -0.45 1.90
H -1.00 1.09 -2.69
H -2.56 0.39 -0.65
H 1.52 0.11 2.23
H 1.17 -1.69 1.83
H -1.23 -1.37 2.14
H -0.96 0.32 2.60



<B>
ORCA calculation (wB97M-V/def2-TZVPD) on C6H6N2 in the gas phase.

Computed properties:
HOMO level	-7.08	eV
SMILES	c1cc2c[nH]cc2[nH]1

Geometry (Å):
C -2.12 0.03 0.03
C -1.37 1.17 -0.05
C 0.02 0.74 -0.10
C 1.35 1.12 -0.08
N 2.11 -0.03 0.04
C 1.29 -1.15 -0.03
C -0.01 -0.70 -0.09
N -1.33 -1.12 -0.05
H -3.20 -0.06 0.16
H -1.76 2.19 0.05
H 1.88 2.05 0.04
H 3.10 -0.04 0.13
H 1.66 -2.15 -0.04
H -1.63 -2.06 -0.02



Stability check: which of them is most stable? <B>.



<A>
ORCA calculation (wB97M-V/def2-TZVPD) on a molecular structure, C6H6N2.

Computed properties:
HOMO level	-8.59	eV

Geometry (Å):
C 1.96 0.07 -0.64
C -0.38 -0.25 0.40
C -1.13 0.42 -0.70
C -0.78 1.06 -1.83
C -1.20 -0.67 1.59
C -2.13 -0.99 2.36
H 1.62 0.29 -2.00
H 2.72 -0.63 -0.36
H 2.22 1.17 -0.13
H 1.59 -0.34 1.51
H -2.20 0.34 -0.73
H -2.44 -1.47 3.35
N 0.80 -0.84 0.01
N -0.64 1.82 -2.82



<B>
ORCA calculation (wB97M-V/def2-TZVPD) on C6H6N2 in the gas phase.

Computed properties:
HOMO level	-8.34	eV
SMILES	C1=Cn2cncc2C1

Geometry (Å):
C -1.67 -1.26 -0.08
C -1.67 -0.01 0.26
N -0.36 0.54 -0.03
C 0.35 1.69 0.53
N 1.62 1.33 0.40
C 1.68 0.12 -0.33
C 0.45 -0.38 -0.52
C -0.23 -1.71 -0.35
H -2.43 -1.87 0.02
H -2.35 0.56 0.76
H -0.17 2.60 0.87
H 2.51 -0.35 -0.48
H -0.09 -2.37 -1.38
H 0.22 -2.37 0.46



Stability check: which of them is most stable? <B>.



<A>
ORCA calculation (wB97M-V/def2-TZVPD) on a gas-phase ion, C4H12N3O (charge +1).

Computed properties:
HOMO level	-12.80	eV
SMILES	NCCNC(=O)C[NH3+]
net charge	+1

Geometry (Å):
N 3.00 1.16 0.27
C 1.94 0.95 1.39
C 0.48 1.36 0.56
N 0.32 0.56 -0.68
C -0.64 -0.35 -0.79
O -0.84 -1.13 -1.71
C -1.74 -0.60 0.43
N -2.48 -1.87 0.07
H 3.09 2.14 0.01
H 3.88 0.83 0.56
H 1.97 1.61 2.24
H 1.97 -0.17 1.65
H -0.33 1.25 1.43
H 0.56 2.36 0.31
H 0.94 0.62 -1.52
H -1.09 -0.87 1.33
H -2.47 0.17 0.54
H -1.92 -2.61 -0.39
H -3.14 -1.52 -0.61
H -2.96 -2.04 0.93



<B>
ORCA calculation (wB97M-V/def2-TZVPD) on 2 unconnected molecules or ions with the total composition C4H12N3O.

Computed properties:
HOMO level	-13.75	eV
net charge	+1

Geometry (Å):
C -0.35 2.32 -1.44
C 0.07 1.52 -0.24
C -1.23 0.72 1.66
N -1.05 0.85 0.41
H -1.10 1.75 -2.05
H -0.87 3.27 -1.19
H 0.60 2.60 -1.94
H 0.70 0.70 -0.61
H 0.62 2.07 0.55
H -1.97 0.01 1.99
H -0.54 1.18 2.39
H -1.59 0.22 -0.18
N 0.19 -2.74 0.87
C 1.09 -1.81 0.35
N 1.24 -1.93 -1.02
O 1.69 -0.95 1.03
H 0.21 -2.71 1.89
H 0.12 -3.63 0.41
H 0.40 -2.27 -1.50
H 1.76 -1.16 -1.37



Stability check: which of them is most stable? <B>.